{"formula": "C11H17N4", "method": "ωB97M-V/def2-TZVPD", "relative_energy_kcal_mol": 56.49, "total_charge": 1, "gap_ev": 7.58, "homo_energy_ev": -10.709, "species": ["C", "C", "C", "C", "C", "C", "C", "C", "C", "N", "H", "H", "H", "H", "H", "H", "H", "H", "H", "C", "C", "N", "N", "N", "H", "H", "H", "H", "H", "H", "H", "H"], "positions_angstrom": [[4.55089, -1.30986, 0.77966], [0.88813, -0.46159, -0.00561], [2.16130, -0.44588, 0.84231], [3.22641, -1.03641, 0.10069], [2.80726, -1.32166, -1.17816], [-0.32841, -0.01495, 0.43361], [-0.34919, 0.43820, 1.76925], [0.79325, 0.58641, 2.61545], [2.00758, 0.14578, 2.04366], [1.38133, -0.92158, -1.26032], [-1.20859, -0.29554, -0.11732], [-1.17898, 0.79571, 2.26822], [0.90735, -0.77989, -2.11997], [0.77355, 1.10151, 3.58320], [3.25064, -1.92550, -2.00229], [2.85830, 0.16822, 2.77125], [4.83833, -2.33763, 1.07549], [4.66720, -0.72599, 1.74451], [5.36515, -1.10244, 0.04519], [-3.14552, 1.79758, 0.40490], [-2.85318, 0.30589, -1.53282], [-3.59946, 0.66261, -0.45113], [-1.86263, 1.05710, -2.02061], [-3.16233, -0.83923, -2.14231], [-4.23600, -0.01195, -0.06469], [-1.32987, 1.60522, -1.37754], [-1.34563, 0.76667, -2.80291], [-4.16510, -0.89284, -2.48367], [-2.54193, -1.35372, -2.69790], [-2.99987, 2.75339, -0.11336], [-2.21553, 1.57800, 0.69348], [-3.95446, 2.01440, 1.19974]], "forces_ev_per_a": [[1.3, 0.2, -0.1], [5.3, -0.5, -1.1], [-4.1, 0.1, -2.6], [0.6, -0.8, -0.2], [-2.3, 0.5, 1.0], [0.3, -0.5, 1.4], [2.3, 0.4, 0.8], [-0.2, -0.5, -3.0], [1.2, 0.3, 4.1], [1.1, -0.6, 1.8], [-0.1, 0.2, 0.2], [-2.3, 0.4, 0.4], [-0.2, -0.2, -0.5], [-0.2, -0.5, -0.5], [-0.4, 0.9, 0.8], [-0.4, 0.1, -0.9], [-1.1, 0.1, -0.2], [0.0, -0.3, -1.4], [-0.4, 0.4, 0.8], [-4.7, 1.3, -0.7], [-0.8, 0.6, 1.0], [1.9, 1.2, -1.5], [-0.7, 0.3, 1.6], [-3.8, -0.2, -0.5], [0.1, -0.2, 0.0], [0.2, 0.5, 0.3], [0.3, -0.6, -1.2], [1.7, -0.3, 0.9], [1.2, -0.3, -0.9], [-0.7, -0.3, -0.6], [3.2, -1.0, 2.2], [1.7, -0.7, -1.1]]}



{"formula": "C4H4P2", "method": "ωB97M-V/def2-TZVPD", "relative_energy_kcal_mol": 77.67, "gap_ev": 7.49, "homo_energy_ev": -8.158, "species": ["C", "C", "C", "C", "P", "P", "H", "H", "H", "H"], "positions_angstrom": [[-0.20295, -0.64269, -0.69834], [-0.84274, -1.12595, 0.39260], [-0.57787, 0.71397, -0.14899], [-1.44363, 0.49691, 0.80537], [2.74530, -0.45689, 0.33004], [3.04143, 1.02860, -0.85888], [0.52989, -0.83629, -1.39979], [-0.82789, -2.04418, 1.07823], [-0.40853, 1.65863, -0.78447], [-2.01302, 1.20789, 1.28422]], "forces_ev_per_a": [[-2.1, 0.8, 4.2], [-0.6, -0.9, 1.5], [0.2, 3.9, -4.3], [2.9, -3.7, -1.8], [0.5, 1.6, -1.2], [-0.2, -1.5, 1.3], [1.0, -1.2, -1.2], [-0.2, 1.2, -1.5], [0.0, -0.9, 1.4], [-1.4, 0.7, 1.6]]}



{"formula": "C6H8N", "method": "ωB97M-V/def2-TZVPD", "relative_energy_kcal_mol": 167.87, "total_charge": 1, "gap_ev": 6.12, "homo_energy_ev": -12.538, "species": ["C", "C", "C", "C", "C", "C", "N", "H", "H", "H", "H", "H", "H", "H", "H"], "positions_angstrom": [[1.89003, 2.50686, 0.51488], [1.44220, -1.23707, 0.24123], [1.63722, 0.03369, 0.28176], [-1.94108, -0.31805, -1.08185], [-2.08999, -0.37584, 0.41410], [-1.85861, -1.47705, -0.23652], [1.84235, 1.20850, 0.44306], [1.80884, 3.02573, -0.40824], [1.53133, -1.78709, -0.69977], [1.35681, -1.93198, 1.11144], [-2.70846, -0.20322, -1.75234], [-1.02644, 0.15418, -1.48090], [-2.16491, 0.16996, 1.29664], [1.97659, 2.72481, 1.60023], [-1.69589, -2.49343, -0.24371]], "forces_ev_per_a": [[-0.1, -4.2, 2.0], [0.3, -2.0, 0.0], [0.2, -0.2, 0.6], [2.3, 1.6, 0.1], [0.3, -1.4, -1.7], [-0.1, 1.0, 1.5], [-0.4, 2.5, -0.7], [0.3, 1.0, -0.3], [-0.4, 0.5, 0.0], [0.1, 1.2, -0.4], [-2.2, 0.4, -1.3], [0.0, -0.3, 0.0], [-0.4, 0.6, 1.2], [-0.1, 1.3, -1.1], [0.2, -1.9, 0.1]]}



{"formula": "C3H9NS2", "method": "ωB97M-V/def2-TZVPD", "multiplicity": 2, "relative_energy_kcal_mol": 43.36, "total_charge": -1, "gap_ev": [3.54, 6.24], "homo_energy_ev": [-0.197, -2.913], "species": ["C", "S", "S", "H", "H", "H", "H", "C", "C", "N", "H", "H", "H", "H", "H"], "positions_angstrom": [[-1.49823, 1.38651, 0.33321], [-2.83024, 0.24053, 0.07195], [-3.92672, 1.62181, -1.25381], [-0.83289, 1.06188, 1.12128], [-1.12997, 1.69751, -0.64987], [-1.88319, 2.30782, 0.80174], [-4.64080, 0.59882, -1.79059], [3.04666, -1.39132, 0.20538], [0.81432, -0.79639, 0.20705], [1.71250, -1.48831, 0.76075], [3.86082, -1.02986, 0.84326], [3.36735, -2.42780, 0.04094], [3.19026, -0.92603, -0.77580], [-0.20052, -0.84996, 0.62233], [0.95064, -0.00520, -0.53784]], "forces_ev_per_a": [[-1.0, 1.4, 0.3], [1.1, -2.8, 2.1], [-1.8, 1.8, -2.1], [0.7, -0.4, -0.5], [0.8, -0.2, 0.3], [-0.3, 0.0, -0.3], [0.4, 0.4, 0.3], [1.1, -1.3, -0.5], [-0.8, 0.4, 1.1], [0.5, 0.5, -0.4], [-0.7, 0.4, 0.5], [0.0, -0.1, -0.1], [-0.6, 0.4, 0.0], [0.2, -0.2, -0.4], [0.3, -0.3, -0.3]]}



| no. | calculated total energy (Eh) |
| --- | --- |
| 1 | -648.1034 |
| 2 | -837.2843 |
| 3 | -287.6887 |
| 4 | -970.7652 |